[1]
7 unconnected molecules or ions with the total composition C6H20O6. Source: the OMol25 dataset; level of theory: ωB97M-V with the def2-TZVPD basis set.

Each line ends with the Mulliken charge.
Positions of all 32 atoms, in Å:
C1 -0.3266 0.5438 2.6044  -0.35
C2 -1.3322 -0.0802 3.2865  -0.70
C3 2.0220 0.3019 2.2415  -0.87
C4 0.7647 -0.2469 2.0804  1.14
C5 0.4874 -1.5454 1.4506  0.18
C6 1.5034 -2.2164 0.9349  -1.14
H1 -0.4506 1.5968 2.3875  0.41
H2 -2.3044 0.3365 3.4967  0.31
H3 -1.1010 -1.0808 3.6356  0.34
H4 2.9208 -0.0379 1.7306  0.25
H5 2.2035 1.1814 2.8484  0.36
H6 -0.5389 -1.8434 1.4969  0.40
H7 1.2444 -3.1511 0.4291  0.39
H8 2.5446 -1.9852 0.7574  0.21
H9 -1.2410 2.2538 -0.9275  0.35
H10 -1.2601 3.6104 -1.7421  0.29
O1 -0.7984 3.0995 -1.1029  -0.62
H11 -2.7516 0.2773 -0.8677  0.42
H12 -2.3604 0.1072 -2.3469  0.26
O2 -2.4623 0.7787 -1.6648  -0.67
H13 1.6154 -1.9306 -2.6334  0.31
H14 0.4413 -2.4226 -1.6553  0.27
O3 0.6809 -1.8401 -2.3748  -0.56
H15 2.5186 3.1589 -1.5646  0.33
H16 2.9542 2.2285 -0.4232  0.27
O4 2.7715 2.2488 -1.3691  -0.58
H17 -2.5960 -2.0087 -0.5055  0.33
H18 -3.9370 -1.5226 -0.0083  0.31
O5 -2.9873 -1.3317 0.0596  -0.64
H19 1.0478 1.1558 -3.1808  0.31
H20 0.1055 -0.1516 -3.3124  0.30
O6 0.6218 0.5156 -3.7607  -0.62

Atoms 1-3, force components in eV/Å:
C -1.90 -1.01 0.42
C 1.03 -0.11 -0.78
C 1.36 0.40 -0.75

Values from the calculation:
* HOMO (alpha / beta): -0.4695 / -0.4695 hartree
* spin multiplicity: 2
* net charge: +1
* E_tot: -18820.4504 eV
* energy above the lowest of the compared OMol25 structures with the same formula, charge and spin: 16.5 kcal per mole
* orbital gap (alpha / beta): 7.26 / 4.74 eV

***

[2]
C17H18N2O5S in the gas phase. Source: the OMol25 dataset; level of theory: ωB97M-V with the def2-TZVPD basis set.

Each line ends with the Mulliken charge.
Positions of all 43 atoms, in Å:
C1 -4.2939 -3.9320 3.8735  -1.23
C2 -4.3765 -2.8299 2.8347  -0.22
H1 -5.1790 -2.1203 3.0660  0.31
H2 -4.5636 -3.2368 1.8341  0.31
O1 -3.1325 -2.1295 2.8211  -0.24
C3 -3.0643 -1.0606 2.0221  0.49
O2 -3.9849 -0.6900 1.3323  -0.62
C4 -1.7431 -0.3873 2.0795  0.06
C5 -1.6036 0.8223 1.4078  -0.75
C6 -0.3908 1.5003 1.4278  0.53
C7 0.6857 0.9517 2.1239  -0.29
C8 0.5437 -0.2581 2.7789  -0.88
C9 -0.6630 -0.9355 2.7646  -0.55
H3 -0.7772 -1.8767 3.2772  0.48
H4 1.3850 -0.6732 3.3127  0.42
H5 1.6160 1.4949 2.1507  0.81
N1 -0.2478 2.7190 0.7755  -0.26
H6 -1.0783 3.0648 0.3199  0.30
S1 1.1427 3.1040 -0.0977  1.14
O3 2.2541 3.1971 0.7955  -0.65
O4 0.7711 4.2460 -0.8758  -0.70
C10 1.3273 1.6762 -1.1522  -0.01
C11 2.2237 0.6759 -0.8324  -0.29
C12 2.3040 -0.4558 -1.6224  -0.52
C13 1.4780 -0.5804 -2.7401  0.81
C14 0.5802 0.4451 -3.0530  -0.87
C15 0.5033 1.5692 -2.2568  -0.76
H7 -0.1727 2.3769 -2.4881  0.45
H8 -0.0550 0.3550 -3.9226  0.30
N2 1.5105 -1.6893 -3.5800  -0.15
C16 2.2787 -2.8237 -3.4868  0.81
O5 3.0738 -3.0369 -2.6054  -0.60
C17 2.0112 -3.7837 -4.6251  -1.32
H9 2.2348 -3.3088 -5.5781  0.33
H10 2.6416 -4.6599 -4.5070  0.35
H11 0.9676 -4.0913 -4.6215  0.34
H12 0.8744 -1.6403 -4.3646  0.19
H13 2.9999 -1.2429 -1.3856  0.54
H14 2.8637 0.8000 0.0255  0.49
H15 -2.4570 1.2256 0.8824  0.42
H16 -5.2317 -4.4790 3.9006  0.40
H17 -3.4882 -4.6186 3.6280  0.31
H18 -4.1014 -3.5070 4.8549  0.31

Atoms 1-3, force components in eV/Å:
C 0.18 0.36 -0.25
C -0.53 -0.20 -0.06
H 0.12 -0.11 -0.08

Values from the calculation:
* HOMO: -0.3245 hartree
* E_tot: -41974.9393 eV
* energy above the lowest of the compared OMol25 structures with the same formula, charge and spin: 8.6 kcal per mole
* orbital gap: 9.17 eV

***

[3]
2 unconnected molecules or ions with the total composition C5H13N. Source: the OMol25 dataset; level of theory: ωB97M-V with the def2-TZVPD basis set.

Each line ends with the Mulliken charge.
Positions of all 19 atoms, in Å:
C1 4.3912 -1.1758 -0.2700  -0.97
C2 2.9725 -0.5803 -0.2650  0.05
C3 2.5270 0.2566 0.6907  -0.76
H1 4.5593 -1.9610 -0.9783  0.33
H2 4.4013 -1.2361 0.8211  0.27
H3 5.0001 -0.2573 -0.4683  0.25
H4 2.4247 -0.7370 -1.2152  0.30
H5 1.9330 1.1096 0.3757  0.26
H6 3.2918 0.4818 1.4170  0.27
C4 -3.2681 0.9678 -1.0196  -0.97
C5 -3.5599 0.0800 0.1908  -0.31
N1 -2.3139 -0.0093 0.9959  -0.49
H7 -2.3057 0.6963 -1.4648  0.26
H8 -3.3415 2.0097 -0.7095  0.26
H9 -4.0300 0.8396 -1.8103  0.31
H10 -3.8473 -0.9034 -0.2166  0.32
H11 -4.2542 0.6984 0.8179  0.21
H12 -2.1747 -0.9414 1.3537  0.19
H13 -2.4056 0.6616 1.7548  0.21

Atoms 1-3, force components in eV/Å:
C -1.72 3.04 1.47
C -0.39 0.15 -1.56
C 1.65 0.25 -1.91

Values from the calculation:
* HOMO: -0.3325 hartree
* E_tot: -6883.5559 eV
* energy above the lowest of the compared OMol25 structures with the same formula, charge and spin: 60.9 kcal per mole
* orbital gap: 10.20 eV

***

[4]
C2H4N2OS in the gas phase. Source: the OMol25 dataset; level of theory: ωB97M-V with the def2-TZVPD basis set.

Each line ends with the Mulliken charge.
Positions of all 10 atoms, in Å:
C1 1.2481 0.0637 0.0296  0.53
C2 -2.5682 0.2752 0.1658  -0.21
H1 1.9804 1.9693 -0.1011  0.23
H2 0.2187 1.7894 -0.2218  0.25
H3 -3.1939 1.1633 0.1596  0.24
H4 -3.0908 -0.6674 0.1880  0.19
N1 1.1136 1.4247 -0.0682  -0.33
N2 -1.3210 0.4285 -0.0256  -0.32
O1 2.2840 -0.5713 0.1840  -0.56
S1 -0.3009 -0.9181 -0.1258  -0.03

Atoms 1-3, force components in eV/Å:
C 0.94 -0.54 -0.06
C 0.28 0.46 -0.77
H -0.80 -0.39 0.05

Values from the calculation:
* HOMO: -0.3448 hartree
* E_tot: -18001.2635 eV
* energy above the lowest of the compared OMol25 structures with the same formula, charge and spin: 32.2 kcal per mole
* orbital gap: 10.06 eV

***

[5]
2 unconnected molecules or ions with the total composition C3H6F3N3. Source: the OMol25 dataset; level of theory: ωB97M-V with the def2-TZVPD basis set.

Each line ends with the Mulliken charge.
Positions of all 15 atoms, in Å:
C1 -0.0805 -0.8833 -1.7274  0.51
C2 -1.0521 1.3827 -1.7115  -0.72
C3 0.6850 0.1522 2.3470  0.85
N1 -0.8476 0.0005 -1.4708  -0.32
N2 0.6650 -1.8319 -1.6055  -0.55
N3 0.3232 -0.9886 1.6646  -0.58
F1 -0.2310 0.4801 3.2680  -0.26
F2 0.8268 1.2852 1.5849  -0.28
F3 1.8557 0.0035 2.9715  -0.26
H1 -1.7229 1.7551 -0.9368  0.22
H2 -1.5231 1.5325 -2.6863  0.33
H3 -0.1166 1.9468 -1.6752  0.32
H4 0.7303 -2.6087 -2.2322  0.24
H5 -0.5542 -0.8910 1.1674  0.24
H6 1.0419 -1.3352 1.0422  0.25

Atoms 1-3, force components in eV/Å:
C -0.57 0.52 0.68
C -0.02 0.59 -0.16
C 0.08 0.74 0.20

Values from the calculation:
* HOMO: -0.3684 hartree
* E_tot: -15830.9918 eV
* energy above the lowest of the compared OMol25 structures with the same formula, charge and spin: 0.0 kcal per mole
* orbital gap: 10.60 eV

***

[6]
A molecular structure, C11H24F3N3O12P2ReS. Source: the OMol25 dataset; level of theory: ωB97M-V with the def2-TZVPD basis set.

Each line ends with the Mulliken charge.
Positions of all 57 atoms, in Å:
Re1 -0.5912 0.5303 -0.4320  3.13
C1 -1.2882 -1.8811 -4.4720  -0.96
N1 0.0511 -1.5009 -4.0040  0.12
C2 1.1284 -1.6888 -4.9776  -0.96
C3 0.2250 -0.9565 -2.8295  0.96
O1 -0.7405 -0.7689 -2.0315  -0.86
C4 1.5990 -0.5053 -2.3798  -1.23
O2 1.5019 0.0360 -1.0442  -0.50
C5 2.2375 -0.6339 -0.0217  -1.14
C6 1.2359 -1.4567 0.7523  0.94
O3 0.0287 -1.1039 0.5935  -0.93
N2 1.5683 -2.4433 1.5326  0.10
C7 0.5484 -3.1869 2.2834  -1.02
C8 2.9663 -2.8392 1.7445  -1.09
H1 -1.2575 -2.9156 -4.8083  0.32
H2 -1.5652 -1.2399 -5.3080  0.36
H3 -2.0068 -1.7733 -3.6691  0.31
H4 1.0680 -2.7001 -5.3742  0.36
H5 2.1071 -1.5533 -4.5282  0.38
H6 1.0076 -0.9784 -5.7950  0.34
H7 1.9699 0.2859 -3.0269  0.74
H8 2.3081 -1.3321 -2.3889  0.65
H9 2.6528 0.1446 0.6236  0.50
H10 3.0523 -1.2171 -0.4444  0.66
H11 -0.4288 -3.0221 1.8431  0.32
H12 0.5490 -2.8497 3.3194  0.34
H13 0.8017 -4.2442 2.2480  0.43
H14 3.6362 -1.9898 1.6388  0.45
H15 3.2462 -3.6325 1.0520  0.32
H16 3.0599 -3.2111 2.7615  0.40
N3 -3.1728 2.6369 2.7020  -0.18
C9 -2.2398 1.4396 2.8755  0.60
C10 -2.3085 1.0054 4.3353  -1.81
P1 -3.0135 0.1572 1.7440  0.57
O4 -2.6758 -1.2338 2.4248  -0.40
O5 -4.4315 0.5221 1.6579  -0.80
O6 -2.2602 0.0442 0.3679  -0.47
P2 -0.6011 2.1183 2.3610  0.70
O7 0.4434 0.9545 2.7101  -0.36
O8 -0.3294 3.4016 2.9972  -0.73
O9 -0.8514 2.0714 0.8389  -0.88
H17 -4.1149 2.2676 2.4774  0.43
H18 -2.8800 3.2572 1.9405  0.28
H19 -3.1906 3.1977 3.5568  0.39
H20 -3.3304 0.7604 4.6319  0.47
H21 -1.9321 1.8035 4.9788  0.55
H22 -1.6899 0.1250 4.4892  0.33
H23 -3.4633 -1.6918 2.7542  0.35
H24 1.2027 1.3325 3.1802  0.31
F1 2.4752 2.4069 -3.0030  -0.22
C11 1.7565 3.5007 -2.7099  0.51
F2 2.5736 4.5084 -2.4954  -0.16
F3 0.9430 3.7635 -3.7114  -0.19
S1 0.7963 3.2189 -1.1553  1.17
O10 -0.0851 4.3124 -1.0050  -0.52
O11 1.7336 2.8122 -0.1604  -0.59
O12 -0.0254 1.9354 -1.6409  -0.78

Atoms 1-3, force components in eV/Å:
Re 0.32 0.10 -0.12
C 0.00 0.00 0.00
N 0.03 -0.01 0.04

Values from the calculation:
* HOMO (alpha / beta): -0.5525 / -0.5400 hartree
* spin multiplicity: 2
* net charge: +2
* E_tot: -80523.4674 eV
* energy above the lowest of the compared OMol25 structures with the same formula, charge and spin: 20.9 kcal per mole
* orbital gap (alpha / beta): 7.93 / 7.68 eV